Record 1
# C16H42O21

A cluster of 13 separate species, C16H42O21 in total in a non-equilibrium geometry (ωB97M-V/def2-TZVPD, OMol25).

Element x y z (Å)
C: 2.28205 2.59207 2.89496
H: -1.79926 -3.63428 0.45016
H: 3.00190 -2.30513 -6.00240
C: 2.42764 -1.59092 -5.42046
H: -3.24517 -0.68845 -2.12032
O: 1.35971 -3.43328 -4.40962
H: 2.06357 -3.48178 2.00976
O: 2.03380 1.99183 -1.43500
H: -2.12707 -5.06988 0.85321
O: 0.05120 1.13229 -2.04158
H: 1.57117 -1.26367 -6.01824
H: 4.11400 -3.95356 0.73486
H: -4.84964 0.36639 -0.00317
O: -0.68206 2.03975 4.53523
H: 2.99687 -0.67117 -5.26189
H: 2.53338 3.59250 2.55952
O: -4.87989 0.85673 1.78971
H: -2.04034 4.40348 -1.50913
O: 1.37791 2.74365 4.00599
H: -4.30939 0.49865 2.48992
H: 3.11638 2.00620 3.27134
H: 2.03167 -2.04921 0.96016
H: 3.68196 1.65337 -4.00885
H: -1.89633 -0.30868 1.96762
O: 2.93676 -1.68506 2.72973
C: -0.87838 -0.96286 0.18794
O: -3.40320 4.98197 2.44319
C: -1.98666 2.91699 0.11819
O: 4.66334 -1.48187 4.16673
C: 0.23513 2.07449 3.78185
H: 2.69728 -2.27196 -3.37007
H: 2.72067 3.14202 -4.21331
O: -2.90213 -0.94546 -2.99233
H: 4.40658 -2.25754 0.45635
O: -1.59993 -4.30842 1.11183
H: -3.61670 3.63496 -1.13681
C: 2.86856 2.25277 -3.60569
H: -0.80717 -4.87326 -2.29569
H: 1.14778 2.43327 1.02596
H: -0.75230 0.08076 -0.13387
H: -2.93064 -0.57762 0.55042
H: -2.47524 1.13884 3.97946
O: 4.79661 -2.85621 2.38765
C: 1.43505 1.80394 1.86416
C: 2.62703 -2.61054 1.67568
O: -2.95498 0.30481 4.07828
H: -0.90405 2.87929 0.00353
O: -0.10463 -4.23804 -2.13415
O: -3.01013 5.00517 0.23337
O: 0.28521 1.41462 2.60320
H: -2.25782 -0.36723 4.08010
O: -1.08039 -1.83517 -0.91061
C: -2.95624 4.45880 1.48328
O: 1.64788 1.52616 -3.57214
C: -2.06898 -0.94531 1.10990
C: 1.90343 -2.15774 -4.12659
H: -3.12598 -0.21089 -3.56993
C: 4.01889 -2.97179 1.18941
H: -2.35551 -1.95695 1.40143
O: -4.81446 0.06680 -0.93362
C: 1.15422 1.47389 -2.32269
H: -0.56180 -2.51584 3.68175
H: 4.06610 2.25084 -1.71898
H: 1.16095 -1.47413 -3.69367
H: -2.37846 1.93506 -0.14712
C: 4.17885 -1.96785 3.20202
H: -0.95108 -1.37375 -1.74871
O: -2.31237 3.27867 1.45780
H: 0.11161 -1.36703 4.43808
H: 1.99897 0.94126 1.51950
H: -4.85077 0.87535 -1.45283
H: -5.20335 1.68957 2.14465
O: -0.68105 -1.59707 3.94294
H: 0.88344 -3.75090 -3.62450
C: -2.67468 3.99957 -0.72672
H: 3.04052 3.68728 -1.95376
C: 3.12903 2.61538 -2.12790
H: -0.45004 -3.63583 -1.45553
H: 0.12118 -1.09310 0.62706

Output
energy = -2214.93568 a.u.
multiplicity = 1
LUMO level = -0.01258 Ha
frontier orbital gap = 9.41 eV
molar mass = 570.49 g/mol
HOMO level = -9.75 eV

Mulliken population analysis, charges in e, atoms 1 to 5: -0.40, 0.29, 0.38, -1.16, 0.36

=====

Record 2
# C16H43N7O5P2S

A cluster of 3 separate species, C16H43N7O5P2S in total in a non-equilibrium geometry (ωB97M-V/def2-TZVPD, OMol25).

Element x y z (Å)
H: -2.02233 -6.30136 0.30995
H: 6.03694 1.08098 -3.32556
C: -2.23718 -1.24117 1.87984
H: -1.42498 -5.24597 4.54447
H: -1.41935 1.02309 -1.61580
H: 0.16254 -5.04328 -0.08493
H: 0.26507 1.59441 -1.63636
H: 0.02281 -1.59250 3.61423
H: -2.93618 2.08589 1.78400
H: -0.40662 -4.19820 5.51536
C: -3.47559 5.92062 -1.29701
S: 4.28940 -0.52646 -2.90153
H: -2.51736 -6.52337 1.99727
N: -0.90647 -5.18409 1.73305
O: -2.96759 -4.05821 1.23941
H: 6.71775 0.96388 -0.53054
N: 9.09989 -0.45035 -1.47734
H: -4.21272 5.22078 -1.68255
H: -1.74956 -2.39883 -0.52276
H: -0.55601 2.80240 -3.40808
H: -4.48596 2.89750 1.49714
H: 0.99048 -4.33411 1.31942
P: -1.83440 -3.82988 2.24273
H: -0.57158 4.47111 -2.91395
H: -2.47056 -1.23918 2.95248
O: 2.19594 -1.03076 -1.35198
H: 5.95537 -0.67524 -0.75830
N: -1.31690 -2.33320 1.56389
C: 2.59327 -0.21166 -2.18007
N: -1.20098 3.11433 -1.42156
C: -1.65822 -6.37504 1.34210
C: -0.72138 1.75371 -1.19224
H: -0.18796 5.91828 -0.78573
C: 0.33382 -5.14056 0.99224
C: 0.42928 -2.60459 3.57594
H: -4.64267 1.70228 -1.31071
C: 6.48951 0.17168 -1.29277
C: 5.49012 0.81211 -2.37245
H: 1.01949 -2.71824 4.49109
C: -0.52242 -4.63354 4.51880
H: -3.89348 3.00024 -2.19084
H: 4.91313 1.66714 -1.93290
H: 0.32993 -5.29279 4.32224
C: -4.25400 2.72145 -1.20033
H: -0.62384 1.54950 -0.12393
H: -0.09994 -2.87656 -0.08293
H: -5.09719 3.36831 -0.93444
H: -0.52935 -1.20827 -0.02198
H: -1.04040 -7.27427 1.42571
O: 7.55270 -0.96674 -3.10924
H: 4.80955 -1.67358 -2.35072
C: -1.19756 6.34590 -0.83073
H: -1.39119 6.85068 0.12224
H: -4.20082 1.24583 0.90791
N: -3.21282 2.75543 -0.19924
C: -3.73782 2.22590 1.05764
H: -1.18641 7.09179 -1.63059
O: -2.54134 4.60338 1.17855
H: -2.09572 3.63384 -3.27209
P: -1.96435 3.92934 -0.06975
H: 0.90571 -6.06236 1.15314
H: -1.78814 -0.26969 1.65521
C: -0.92129 -2.21173 0.17030
H: -3.18105 -1.33068 1.33120
H: -3.40446 6.69692 -2.06605
H: -3.87007 6.37520 -0.38079
N: -0.62086 -3.60154 3.49358
H: 9.65567 0.05594 -2.18746
C: 7.73857 -0.43698 -2.01649
C: -1.11240 3.52885 -2.80781
N: -2.17898 5.29712 -1.10160
H: 9.44694 -1.42012 -1.55472
H: 1.12934 -2.67048 2.74021
O: 1.95356 0.83151 -2.57558

Output
energy = -2475.56271 a.u.
multiplicity = 1
LUMO level = -0.01338 Ha
frontier orbital gap = 7.23 eV
molar mass = 507.58 g/mol
HOMO level = -7.59 eV

Mulliken population analysis, charges in e, atoms 1 to 5: 0.30, 0.37, -1.31, 0.32, 0.22